Entry from the OMol25 dataset: a 2-piece molecular cluster, C5H10O overall (wB97M-V/def2-TZVPD).

Computed properties:
LUMO energy = 0.9 eV
spin multiplicity = 1
gap between HOMO and LUMO = 9.8 eV
SMILES = C=CC(=C)C.O
energy = -7393.1733 eV
E_HOMO = -8.9 eV
net charge = 0

CARTESIAN COORDINATES (ANGSTROEM)
C (1.21626, 0.33447, -0.96702)
C (0.13973, 0.80605, -0.02276)
C (-0.73473, 1.73524, -0.38741)
C (-0.93677, 0.01626, 2.05776)
C (0.13938, 0.09947, 1.28780)
H (1.60269, -0.65292, -0.73304)
H (0.86670, 0.36733, -1.99472)
H (2.10100, 0.96471, -0.84067)
H (-0.56941, 2.15750, -1.37106)
H (-1.49455, 2.13803, 0.25934)
H (-1.82477, 0.56600, 1.79458)
H (-0.94822, -0.67464, 2.88457)
H (1.08292, -0.32698, 1.60238)
H (-0.17894, -1.73141, -0.98468)
H (-0.50069, -3.12595, -1.61951)
O (0.03940, -2.67317, -0.96557)